Entry 1:
Formula: C67H55BN3O10
Source: the Open Molecules 2025 dataset
Level of theory: ωB97M-V/def2-TZVPD

Atoms and positions in Å:
1 C 1.16 0.71 -0.98
2 C 1.02 2.21 -0.64
3 C 2.01 2.56 0.46
4 C -0.39 2.55 -0.12
5 C -1.55 2.69 -1.16
6 C -2.37 3.96 -0.79
7 C -3.36 4.42 -1.81
8 N -4.59 4.71 -1.62
9 B -2.56 1.43 -1.02
10 N -2.16 0.07 -1.20
11 O -3.88 1.62 -0.62
12 C -0.97 2.71 -2.59
13 C 0.35 3.47 -2.81
14 C 0.84 3.17 -4.23
15 C 0.18 4.98 -2.68
16 N 1.38 2.99 -1.86
17 O 2.43 3.71 -1.82
18 H 1.21 0.55 -2.06
19 H 2.10 0.32 -0.57
20 H 0.35 0.11 -0.55
21 H 1.97 3.61 0.73
22 H 1.74 1.97 1.35
23 H 3.03 2.29 0.18
24 H -0.64 1.76 0.60
25 H -0.34 3.47 0.48
26 H -1.70 4.80 -0.56
27 H -2.92 3.76 0.13
28 H -2.99 4.56 -2.83
29 H -4.84 4.56 -0.64
30 H -1.30 -0.08 -1.70
31 H -2.89 -0.45 -1.67
32 H -4.45 2.09 -1.24
33 H -1.67 3.15 -3.30
34 H -0.83 1.68 -2.95
35 H 1.64 3.86 -4.51
36 H 0.02 3.29 -4.95
37 H 1.23 2.15 -4.29
38 H -0.16 5.29 -1.69
39 H -0.56 5.32 -3.42
40 H 1.12 5.48 -2.90
41 C -4.34 -3.02 0.15
42 C -4.91 -3.74 1.20
43 C -4.28 -4.86 1.70
44 C -3.07 -5.28 1.15
45 C -2.50 -4.57 0.09
46 C -3.14 -3.44 -0.40
47 C -1.21 -5.01 -0.52
48 O -0.71 -4.37 -1.42
49 C -0.55 -6.22 0.04
50 C 0.65 -6.64 -0.51
51 C 1.30 -7.75 0.01
52 C 0.74 -8.44 1.08
53 C -0.46 -8.03 1.63
54 C -1.11 -6.91 1.11
55 C -2.39 -6.48 1.73
56 O -2.87 -7.07 2.68
57 H -4.83 -2.14 -0.23
58 H -5.84 -3.41 1.63
59 H -4.70 -5.42 2.52
60 H -2.68 -2.89 -1.22
61 H 1.07 -6.09 -1.34
62 H 2.24 -8.07 -0.41
63 H 1.26 -9.30 1.50
64 H -0.90 -8.55 2.47
65 C 0.75 9.24 -9.29
66 C 1.33 8.09 -8.76
67 C 0.60 7.28 -7.91
68 C -0.71 7.62 -7.59
69 C -1.28 8.78 -8.11
70 C -0.55 9.58 -8.97
71 C -2.68 9.18 -7.76
72 O -3.17 10.18 -8.22
73 C -3.43 8.31 -6.81
74 C -4.71 8.68 -6.42
75 C -5.42 7.88 -5.54
76 C -4.87 6.70 -5.05
77 C -3.59 6.33 -5.45
78 C -2.86 7.14 -6.31
79 C -1.48 6.72 -6.68
80 O -1.00 5.69 -6.25
81 H 1.33 9.87 -9.96
82 H 2.35 7.83 -9.01
83 H 1.03 6.38 -7.49
84 H -1.01 10.47 -9.38
85 H -5.13 9.60 -6.80
86 H -6.41 8.18 -5.23
87 H -5.42 6.08 -4.36
88 H -3.14 5.42 -5.08
89 C -0.84 1.43 8.27
90 C -2.14 0.94 8.19
91 C -2.53 0.16 7.12
92 C -1.62 -0.13 6.11
93 C -0.32 0.37 6.18
94 C 0.07 1.15 7.27
95 C 0.68 0.10 5.10
96 O 1.81 0.53 5.17
97 C 0.23 -0.71 3.93
98 C 1.12 -0.94 2.89
99 C 0.73 -1.70 1.81
100 C -0.55 -2.23 1.75
101 C -1.44 -2.01 2.78
102 C -1.06 -1.24 3.88
103 C -2.05 -0.99 4.97
104 O -3.16 -1.46 4.92
105 H -0.55 2.04 9.12
106 H -2.86 1.17 8.97
107 H -3.53 -0.24 7.04
108 H 1.08 1.52 7.31
109 H 2.12 -0.51 2.95
110 H 1.42 -1.88 0.99
111 H -0.86 -2.82 0.90
112 H -2.45 -2.41 2.75
113 C 8.81 -7.92 5.18
114 C 8.23 -9.02 4.55
115 C 6.98 -8.91 3.98
116 C 6.29 -7.70 4.04
117 C 6.87 -6.61 4.68
118 C 8.13 -6.72 5.25
119 C 6.15 -5.30 4.79
120 O 6.65 -4.35 5.34
121 C 4.78 -5.22 4.21
122 C 4.06 -4.04 4.33
123 C 2.79 -3.94 3.78
124 C 2.24 -5.02 3.10
125 C 2.95 -6.20 2.98
126 C 4.22 -6.31 3.54
127 C 4.95 -7.60 3.40
128 O 4.46 -8.54 2.80
129 H 9.80 -8.01 5.62
130 H 8.77 -9.96 4.50
131 H 6.52 -9.75 3.48
132 H 8.57 -5.86 5.74
133 H 4.50 -3.21 4.86
134 H 2.23 -3.02 3.89
135 H 1.24 -4.94 2.67
136 H 2.52 -7.05 2.47

Its expectation value of S² is 0.754. The calculation puts the lowest unoccupied orbital energy (spin up / spin down) at -1.19 / -1.19 eV. As for the energy above the lowest of the compared OMol25 structures with the same formula, charge and spin: 4.16 kcal/mol. As for the multiplicity: 2. As for the strongest force on any atom: 0.0204 Eh/bohr. The total energy is -3527.7980 Eh.

=====

Entry 2:
Formula: C67H57FGeN3P3Pd
Source: the Open Molecules 2025 dataset
Level of theory: ωB97M-V/def2-TZVPD

Atoms and positions in Å:
1 Pd 0.12 -0.44 0.12
2 F 2.56 -4.03 2.33
3 Ge 1.29 -3.01 1.58
4 C -0.11 -4.35 1.26
5 C -0.06 -5.63 1.81
6 C -1.03 -6.57 1.51
7 C -2.08 -6.24 0.66
8 C -2.15 -4.97 0.11
9 C -1.16 -4.03 0.41
10 P -1.35 -2.38 -0.34
11 C -3.05 -2.08 0.28
12 C -4.21 -2.08 -0.48
13 C -5.45 -1.97 0.13
14 C -5.54 -1.88 1.51
15 C -4.39 -1.92 2.29
16 C -3.15 -2.02 1.67
17 C -1.48 -2.80 -2.10
18 C -0.70 -3.87 -2.56
19 C -0.79 -4.28 -3.88
20 C -1.66 -3.64 -4.75
21 C -2.41 -2.55 -4.31
22 C -2.30 -2.12 -3.00
23 C 0.65 -2.30 3.35
24 C 0.76 -3.25 4.35
25 C 0.09 -3.08 5.55
26 C -0.71 -1.96 5.75
27 C -0.79 -0.99 4.77
28 C -0.10 -1.15 3.57
29 P -0.03 0.19 2.37
30 C 1.43 1.13 2.89
31 C 1.77 2.24 2.12
32 C 2.84 3.04 2.49
33 C 3.57 2.73 3.64
34 C 3.22 1.63 4.41
35 C 2.16 0.82 4.04
36 C -1.39 1.33 2.77
37 C -2.61 1.23 2.11
38 C -3.68 2.01 2.50
39 C -3.53 2.92 3.54
40 C -2.30 3.07 4.16
41 C -1.22 2.27 3.78
42 C 2.27 -3.12 -0.19
43 C 2.52 -4.44 -0.52
44 C 3.27 -4.75 -1.65
45 C 3.79 -3.73 -2.43
46 C 3.55 -2.41 -2.10
47 C 2.76 -2.09 -0.99
48 P 2.52 -0.40 -0.38
49 C 4.07 -0.20 0.57
50 C 4.10 -0.38 1.95
51 C 5.30 -0.30 2.64
52 C 6.48 -0.07 1.94
53 C 6.46 0.09 0.56
54 C 5.26 0.04 -0.12
55 C 2.78 0.84 -1.68
56 C 2.88 0.62 -3.04
57 C 3.14 1.67 -3.91
58 C 3.28 2.96 -3.42
59 C 3.14 3.20 -2.06
60 C 2.90 2.15 -1.19
61 H 0.77 -5.89 2.46
62 H -0.97 -7.56 1.93
63 H -2.84 -6.97 0.43
64 H -2.97 -4.71 -0.55
65 H -4.17 -2.19 -1.55
66 H -6.34 -1.98 -0.48
67 H -6.51 -1.79 1.98
68 H -4.45 -1.86 3.36
69 H -2.25 -2.06 2.28
70 H -0.05 -4.39 -1.87
71 H -0.19 -5.11 -4.22
72 H -1.76 -3.98 -5.77
73 H -3.07 -2.04 -4.99
74 H -2.87 -1.26 -2.67
75 H 1.37 -4.13 4.20
76 H 0.17 -3.83 6.33
77 H -1.25 -1.83 6.68
78 H -1.39 -0.10 4.94
79 H 1.17 2.48 1.25
80 H 3.11 3.90 1.90
81 H 4.40 3.35 3.93
82 H 3.78 1.40 5.31
83 H 1.90 -0.04 4.64
84 H -2.72 0.55 1.28
85 H -4.64 1.90 2.01
86 H -4.36 3.53 3.86
87 H -2.16 3.79 4.96
88 H -0.27 2.38 4.28
89 H 2.15 -5.24 0.11
90 H 3.46 -5.79 -1.90
91 H 4.41 -3.96 -3.29
92 H 4.01 -1.63 -2.69
93 H 3.18 -0.59 2.48
94 H 5.32 -0.44 3.71
95 H 7.42 -0.03 2.48
96 H 7.38 0.25 0.02
97 H 5.25 0.18 -1.20
98 H 2.76 -0.38 -3.45
99 H 3.25 1.47 -4.97
100 H 3.51 3.78 -4.09
101 H 3.22 4.21 -1.67
102 H 2.82 2.32 -0.13
103 N -0.14 0.02 -2.09
104 C -0.14 0.13 -3.23
105 C -0.14 0.30 -4.64
106 C 0.53 -0.64 -5.43
107 C 0.53 -0.49 -6.80
108 C -0.13 0.58 -7.39
109 C -0.79 1.52 -6.61
110 C -0.80 1.38 -5.23
111 H 1.02 -1.48 -4.95
112 H 1.04 -1.22 -7.42
113 H -0.13 0.69 -8.47
114 H -1.29 2.35 -7.07
115 H -1.33 2.09 -4.61
116 N -0.81 1.84 -0.14
117 C -1.50 2.76 -0.27
118 N -2.28 3.80 -0.38
119 C -3.51 3.78 -1.16
120 C -4.63 4.46 -0.38
121 C -4.22 5.87 0.02
122 C -2.93 5.83 0.84
123 C -1.82 5.13 0.07
124 H -3.76 2.74 -1.40
125 H -3.35 4.32 -2.10
126 H -4.85 3.88 0.52
127 H -5.53 4.48 -1.00
128 H -5.01 6.35 0.60
129 H -4.05 6.47 -0.88
130 H -3.11 5.29 1.78
131 H -2.60 6.84 1.09
132 H -0.93 5.00 0.68
133 H -1.55 5.72 -0.81

Its net charge is +2. The calculation puts the lowest unoccupied orbital energy (spin up / spin down) at -6.62 / -6.62 eV. As for the energy above the lowest of the compared OMol25 structures with the same formula, charge and spin: 0.00 kcal/mol. As for the strongest force on any atom: 0.0332 Eh/bohr. The total energy is -6079.9423 Eh.

=====

Entry 3:
Formula: C67H64N8O8TeW
Source: the Open Molecules 2025 dataset
Level of theory: ωB97M-V/def2-TZVPD

Atoms and positions in Å:
1 W 0.30 1.19 1.01
2 O -5.12 0.81 2.22
3 C -4.81 -0.50 2.22
4 C -5.94 -1.28 2.37
5 C -6.17 -2.70 2.36
6 C -5.33 -3.66 1.96
7 C -4.00 -3.34 1.38
8 C -3.41 -0.89 2.06
9 C -2.42 0.14 1.94
10 O -1.19 -0.04 1.40
11 N -2.71 1.37 2.32
12 N -1.69 2.23 2.14
13 C -1.99 3.47 2.29
14 C -1.03 4.53 2.14
15 C -1.42 5.87 2.18
16 C -0.49 6.89 2.04
17 C 0.85 6.57 1.85
18 C 1.26 5.24 1.82
19 C 0.33 4.21 1.96
20 O 0.74 2.96 1.98
21 H -4.27 1.33 2.32
22 H -6.82 -0.67 2.56
23 H -7.15 -3.00 2.72
24 H -5.62 -4.70 2.06
25 H -3.45 -4.27 1.21
26 H -3.02 3.73 2.51
27 H -2.47 6.10 2.34
28 H -0.81 7.92 2.07
29 H 1.59 7.35 1.74
30 H 2.30 4.98 1.70
31 C 5.06 0.94 -6.36
32 O 3.66 1.09 -6.19
33 C 3.21 2.31 -5.80
34 C 1.86 2.37 -5.44
35 C 1.32 3.55 -4.98
36 C 2.10 4.71 -4.91
37 C 3.42 4.65 -5.32
38 C 3.99 3.46 -5.75
39 N 1.55 6.01 -4.59
40 N 0.60 6.17 -3.81
41 C 0.29 5.23 -2.76
42 C -1.04 5.04 -2.50
43 C -1.50 4.02 -1.63
44 C -0.59 3.23 -0.98
45 O -0.91 2.21 -0.22
46 C 0.80 3.55 -1.10
47 N 1.61 2.84 -0.28
48 C 2.88 3.12 -0.22
49 C 3.43 4.17 -0.99
50 C 2.64 4.86 -1.86
51 C 1.26 4.55 -1.96
52 H 5.23 -0.11 -6.54
53 H 5.59 1.25 -5.45
54 H 5.42 1.52 -7.21
55 H 1.26 1.47 -5.50
56 H 0.27 3.58 -4.70
57 H 4.01 5.56 -5.30
58 H 5.03 3.44 -6.04
59 H -1.75 5.65 -3.04
60 H -2.56 3.85 -1.49
61 H 3.46 2.51 0.47
62 H 4.49 4.40 -0.89
63 H 3.06 5.67 -2.46
64 C 2.56 0.90 -2.29
65 C 1.13 0.41 -1.95
66 C 0.91 -0.97 -2.56
67 O 0.96 0.36 -0.55
68 H 2.58 1.93 -2.62
69 H 2.99 0.28 -3.08
70 H 3.19 0.82 -1.41
71 H 0.40 1.10 -2.37
72 H 1.50 -1.72 -2.04
73 H 1.21 -0.94 -3.61
74 H -0.13 -1.26 -2.50
75 C -6.24 -1.92 -1.31
76 N -5.15 -1.01 -1.63
77 N -3.85 -1.53 -1.68
78 C -2.93 -0.53 -1.27
79 O -1.72 -0.68 -1.24
80 C -3.76 0.60 -0.92
81 C -5.05 0.24 -1.08
82 C -6.29 1.00 -0.76
83 C -3.54 -2.57 -2.57
84 C -2.39 -3.34 -2.34
85 C -2.07 -4.36 -3.21
86 C -2.87 -4.64 -4.31
87 C -4.00 -3.87 -4.54
88 C -4.33 -2.83 -3.68
89 H -5.97 -2.92 -1.62
90 H -7.13 -1.61 -1.86
91 H -6.46 -1.93 -0.23
92 H -3.38 1.53 -0.54
93 H -6.03 2.01 -0.47
94 H -6.80 0.53 0.09
95 H -6.97 1.02 -1.61
96 H -1.75 -3.11 -1.50
97 H -1.17 -4.94 -3.03
98 H -2.62 -5.45 -4.98
99 H -4.63 -4.06 -5.40
100 H -5.19 -2.21 -3.88
101 C 5.82 -6.09 0.44
102 C 4.70 -5.12 0.74
103 C 3.61 -5.50 1.50
104 C 2.53 -4.65 1.74
105 C 1.44 -5.20 2.63
106 C 2.54 -3.36 1.19
107 Te 0.92 -1.94 1.27
108 N 2.25 0.94 1.68
109 C 1.84 0.77 2.89
110 O 0.53 0.68 3.04
111 C 2.70 0.45 4.05
112 C 3.84 -0.32 3.85
113 C 4.58 -0.77 4.94
114 C 4.18 -0.44 6.23
115 C 3.05 0.33 6.43
116 C 2.30 0.77 5.35
117 C -0.59 -2.65 2.48
118 C -1.71 -2.68 1.71
119 C -3.07 -2.39 2.21
120 C -3.11 -2.61 3.69
121 C -1.99 -2.63 4.45
122 C -0.69 -2.54 3.89
123 C 0.49 -2.38 4.78
124 C 3.65 -2.95 0.45
125 C 3.80 -1.56 -0.14
126 C 4.71 -3.83 0.23
127 H 5.88 -6.87 1.19
128 H 6.78 -5.57 0.39
129 H 5.66 -6.57 -0.53
130 H 3.59 -6.49 1.94
131 H 1.41 -6.28 2.57
132 H 0.46 -4.82 2.35
133 H 1.61 -4.92 3.67
134 H 4.13 -0.57 2.84
135 H 5.45 -1.39 4.78
136 H 4.75 -0.80 7.08
137 H 2.73 0.58 7.44
138 H 1.40 1.36 5.49
139 H -1.63 -2.80 0.64
140 H -4.11 -2.84 0.41
141 H -4.10 -2.66 4.14
142 H -2.08 -2.70 5.53
143 H 0.41 -1.45 5.35
144 H 1.42 -2.34 4.22
145 H 0.55 -3.20 5.50
146 H 2.93 -0.92 0.00
147 H 4.01 -1.62 -1.21
148 H 4.64 -1.04 0.33
149 H 5.56 -3.49 -0.35

Its expectation value of S² is 0.791. Its net charge is -1. The calculation puts the lowest unoccupied orbital energy (spin up / spin down) at 1.18 / 1.18 eV. As for the energy above the lowest of the compared OMol25 structures with the same formula, charge and spin: 82.35 kcal/mol. As for the multiplicity: 2. As for the strongest force on any atom: 0.0371 Eh/bohr. The total energy is -3966.5570 Eh.